Computed, not measured: C3H4N4 as an isolated structure, with ωB97M-V with the def2-TZVPD basis set.

Structure (ORCA input):
```
! RIJCOSX wB97M-V def2-TZVPD def2/J DEFGRID3
* xyz 0 1
N 1.64612 0.00010 -0.69200
C 0.33556 -0.21573 -0.33982
C -0.42136 0.85948 0.49128
N -1.20399 0.07922 1.49369
C -1.72691 -0.68076 0.66106
N -1.73991 -1.21837 -0.45322
N -0.27968 -1.26123 -0.77134
H 2.26279 0.33081 0.03853
H 2.03972 -0.77582 -1.21157
H 0.19390 1.62652 0.96360
H -1.10125 1.33718 -0.22689
*
```

The total energy is -335.62241 Eh. As for the HOMO-LUMO gap: 9.054 eV. The calculation puts the largest force on an atom at 0.012 hartree/bohr. For the relative energy (zero: lowest compared OMol25 entry of this formula, charge and spin), the calculation gives 4.1065 eV.

Formally, the natural (NBO) partial charges of the atoms, in units of the elementary charge, are as follows:
1 N -0.789
2 C 0.384
3 C -0.294
4 N -0.478
5 C 0.602
6 N -0.363
7 N -0.303
8 H 0.390
9 H 0.399
10 H 0.227
11 H 0.224

Computed, not measured: C5H10O4 as an isolated structure at a distorted geometry, with ωB97M-V with the def2-TZVPD basis set.

Structure (ORCA input):
```
! RIJCOSX wB97M-V def2-TZVPD def2/J DEFGRID3
* xyz 0 1
C -2.45953 -0.36537 -0.06224
C -1.11789 -0.73462 -0.68451
C 0.07615 -0.12306 0.04266
O 0.13503 -0.50959 1.39034
C 1.42196 -0.16559 -0.71912
O 0.81585 1.44664 -1.21242
C 0.12605 1.42195 -0.10369
O 0.42164 2.19365 0.82914
H -2.53755 -0.72527 0.97246
H -2.61375 0.72239 -0.05262
H -3.27543 -0.81877 -0.63909
H -0.96558 -1.82589 -0.69516
H -1.08835 -0.42074 -1.73731
H -0.12563 -1.43086 1.49072
H 2.05979 -0.95791 -0.30630
H 1.38005 -0.58658 -1.73069
O 2.84612 0.88933 0.68856
H 2.88200 0.28409 1.43482
H 2.01908 1.70617 1.09445
*
```

The total energy is -497.28502 Eh. As for the HOMO-LUMO gap: 9.679 eV. The calculation puts the largest force on an atom at 0.106 hartree/bohr. For the relative energy (zero: lowest compared OMol25 entry of this formula, charge and spin), the calculation gives 6.0776 eV.

Formally, the natural (NBO) partial charges of the atoms, in units of the elementary charge, are as follows:
1 C -0.611
2 C -0.416
3 C 0.110
4 O -0.702
5 C 0.008
6 O -0.540
7 C 0.767
8 O -0.612
9 H 0.213
10 H 0.214
11 H 0.218
12 H 0.196
13 H 0.228
14 H 0.474
15 H 0.211
16 H 0.188
17 O -0.943
18 H 0.469
19 H 0.527

Computed, not measured: one molecule with the formula C2HBrN2O at a distorted geometry, with ωB97M-V with the def2-TZVPD basis set.

Structure (ORCA input):
```
! RIJCOSX wB97M-V def2-TZVPD def2/J DEFGRID3
* xyz 0 1
C -0.18869 -0.35753 -0.00945
C -1.51796 -0.40667 0.00974
N 0.50298 -1.47338 0.01143
N -1.46163 -2.55772 -0.00843
O -0.16747 -2.62005 0.02454
Br -3.24470 0.14414 -0.00443
H 0.58252 0.40319 -0.22828
*
```

The total energy is -2835.30276 Eh. As for the HOMO-LUMO gap (alpha / beta): 8.490 / 9.075 eV. The calculation puts the largest force on an atom at 0.092 hartree/bohr. For the relative energy (zero: lowest compared OMol25 entry of this formula, charge and spin), the calculation gives 6.4594 eV.

Formally, the natural (NBO) partial charges of the atoms, in units of the elementary charge, are as follows:
1 C -0.213
2 C -0.091
3 N -0.116
4 N -0.014
5 O -0.087
6 Br 0.248
7 H 0.274

Computed, not measured: C4H6BrN2O2 as an isolated structure at a distorted geometry, with ωB97M-V with the def2-TZVPD basis set.

Structure (ORCA input):
```
! RIJCOSX wB97M-V def2-TZVPD def2/J DEFGRID3
* xyz -1 1
C 2.60460 -1.75766 0.51511
C -0.36109 0.16414 -0.36863
C 0.36262 -1.13022 -0.12470
C 0.50282 1.14896 0.27240
N 1.76034 -0.93289 -0.29598
N 1.86368 0.81429 0.04446
O 3.67970 -1.24609 0.83084
O 2.12298 -2.91388 0.65835
Br 2.44989 1.47743 -1.63426
H -0.56596 0.38660 -1.48990
H -1.25874 0.08400 0.15404
H 0.03978 -1.36233 0.86437
H -0.14746 -1.84434 -0.82930
H 0.37367 2.08642 -0.15382
H 0.18455 1.16376 1.35342
*
```

The total energy is -2989.98618 Eh. As for the HOMO-LUMO gap: 7.560 eV. The calculation puts the largest force on an atom at 0.078 hartree/bohr. For the relative energy (zero: lowest compared OMol25 entry of this formula, charge and spin), the calculation gives 0.0000 eV.

Formally, the natural (NBO) partial charges of the atoms, in units of the elementary charge, are as follows:
1 C 0.834
2 C -0.407
3 C -0.232
4 C -0.290
5 N -0.322
6 N -0.316
7 O -0.745
8 O -0.776
9 Br 0.096
10 H 0.187
11 H 0.197
12 H 0.170
13 H 0.204
14 H 0.209
15 H 0.190

Computed, not measured: one molecule with the formula C5H10N2O at a distorted geometry, with ωB97M-V with the def2-TZVPD basis set.

Structure (ORCA input):
```
! RIJCOSX wB97M-V def2-TZVPD def2/J DEFGRID3
* xyz 0 1
N -2.57845 -0.07634 -0.35148
C -1.46922 -0.64734 0.41802
C -0.27718 0.19803 0.85862
N 0.17435 1.36075 0.22458
C 1.43836 0.86681 -0.44437
C 1.73986 -0.59895 0.20131
O 0.82484 -1.67081 -0.20506
C -0.24396 -0.97863 -0.22549
H -2.88561 0.88422 -0.00165
H -2.21481 -0.10479 -1.44108
H -2.12243 -1.03425 1.33747
H 0.38459 0.00465 1.77496
H -0.45763 1.81942 -0.35371
H 1.58167 0.71961 -1.54403
H 2.19043 1.48326 -0.25779
H 2.71427 -0.93386 -0.13480
H 1.80754 -0.54021 1.42036
H -0.60659 -0.75156 -1.27586
*
```

The total energy is -381.01117 Eh. The structure (SMILES) is N[C@@H]1[C@@H]2NCCO[C@@H]12. As for the HOMO-LUMO gap: 8.893 eV. The calculation puts the largest force on an atom at 0.160 hartree/bohr. For the relative energy (zero: lowest compared OMol25 entry of this formula, charge and spin), the calculation gives 7.4631 eV.

Formally, the natural (NBO) partial charges of the atoms, in units of the elementary charge, are as follows:
1 N -0.841
2 C -0.074
3 C -0.138
4 N -0.633
5 C -0.243
6 C -0.082
7 O -0.484
8 C 0.085
9 H 0.382
10 H 0.346
11 H 0.218
12 H 0.218
13 H 0.368
14 H 0.187
15 H 0.189
16 H 0.191
17 H 0.177
18 H 0.132

Computed, not measured: C32H34AsClOTi as an isolated structure at a distorted geometry, with ωB97M-V with the def2-TZVPD basis set.

Structure (ORCA input):
```
! RIJCOSX wB97M-V def2-TZVPD def2/J DEFGRID3
* xyz 2 1
C 1.81769 -0.03951 -6.13802
C 0.81449 0.85949 -6.83667
C 3.22074 0.53027 -6.21831
C 1.79059 -1.46393 -6.66203
Cl 1.20740 -0.12871 -4.14682
H 3.53699 0.58653 -7.26723
H 3.94749 -0.09617 -5.69491
H 3.28422 1.54018 -5.80577
H 1.01329 0.90226 -7.91230
H 0.86509 1.88058 -6.44826
H -0.20596 0.49623 -6.69745
H 2.02111 -1.48513 -7.73265
H 0.81163 -1.92522 -6.51999
H 2.53337 -2.08274 -6.15138
C 0.51061 2.39449 0.13969
C 1.81049 1.96830 -0.23547
C 1.81553 1.73372 -1.65363
H 2.68496 1.95625 0.40621
C 0.45303 1.91908 -2.11401
C -0.34179 2.31781 -1.00011
H -1.39060 2.61600 -1.04746
H 0.23769 2.79090 1.12000
H 2.68798 1.58949 -2.29302
H 0.11019 1.84678 -3.13494
C 0.73917 -2.45812 -0.50747
C 1.56515 -1.91141 0.50791
C 2.50131 -1.01985 -0.09807
H 1.55175 -2.20428 1.55722
C 2.34328 -1.11739 -1.52357
C 1.19257 -1.96870 -1.76428
H 0.82006 -2.26494 -2.73442
H -0.05369 -3.19501 -0.36616
H 3.28668 -0.46985 0.41125
H 3.01493 -0.72861 -2.28407
Ti 0.61129 0.05108 -0.90087
O -0.72685 -0.16254 0.44592
As -1.20159 -0.15138 2.14074
C -1.06703 -1.97280 2.79247
C -0.26859 -2.22661 3.92634
C -0.16528 -3.52589 4.43830
C -0.79672 -4.59028 3.78890
C -1.61521 -4.33982 2.68274
C -1.76758 -3.03141 2.19168
C -0.13907 1.11005 3.17598
C 1.25788 0.99857 3.12692
C 2.05425 1.85120 3.89990
C 1.46260 2.83032 4.70368
C 0.06750 2.92155 4.78194
C -0.73691 2.04605 4.03732
C -2.96561 0.57896 2.08089
C -3.95844 -0.16469 2.73206
C -5.27777 0.29332 2.72018
C -5.59972 1.47479 2.04424
C -4.58920 2.26775 1.48593
C -3.26631 1.80268 1.46491
H 0.26579 -1.39835 4.40832
H 0.41488 -3.70142 5.34929
H -0.65065 -5.61440 4.13742
H -2.15550 -5.15498 2.19774
H -2.42829 -2.82901 1.33989
H 1.71602 0.23687 2.48946
H 3.13905 1.73270 3.86694
H 2.09299 3.51959 5.27254
H -0.39353 3.66899 5.43078
H -1.82642 2.08633 4.13738
H -3.69583 -1.10667 3.22382
H -6.04621 -0.27789 3.24880
H -6.64482 1.77956 1.94561
H -4.81946 3.24913 1.06402
H -2.47707 2.37987 0.97399
*
```

The total energy is -4859.92377 Eh. As for the HOMO-LUMO gap: 7.553 eV. The calculation puts the largest force on an atom at 0.057 hartree/bohr. For the relative energy (zero: lowest compared OMol25 entry of this formula, charge and spin), the calculation gives 0.9794 eV.

Formally, the natural (NBO) partial charges of the atoms, in units of the elementary charge, are as follows:
1 C 0.291
2 C -0.682
3 C -0.684
4 C -0.682
5 Cl -0.294
6 H 0.259
7 H 0.227
8 H 0.227
9 H 0.253
10 H 0.225
11 H 0.232
12 H 0.254
13 H 0.232
14 H 0.227
15 C -0.177
16 C -0.293
17 C -0.340
18 H 0.266
19 C -0.327
20 C -0.242
21 H 0.265
22 H 0.261
23 H 0.285
24 H 0.294
25 C -0.222
26 C -0.145
27 C -0.316
28 H 0.249
29 C -0.365
30 C -0.315
31 H 0.290
32 H 0.266
33 H 0.264
34 H 0.293
35 Ti 1.496
36 O -1.079
37 As 1.961
38 C -0.446
39 C -0.137
40 C -0.216
41 C -0.153
42 C -0.198
43 C -0.199
44 C -0.440
45 C -0.217
46 C -0.196
47 C -0.159
48 C -0.210
49 C -0.128
50 C -0.340
51 C -0.227
52 C -0.180
53 C -0.160
54 C -0.194
55 C -0.215
56 H 0.226
57 H 0.247
58 H 0.248
59 H 0.245
60 H 0.235
61 H 0.215
62 H 0.238
63 H 0.248
64 H 0.249
65 H 0.234
66 H 0.233
67 H 0.244
68 H 0.245
69 H 0.242
70 H 0.213